(A)
{
  "formula": "C3H3NOS3",
  "method": "ωB97M-V with the def2-TZVPD basis set",
  "species": ["O", "N", "C", "S", "C", "S", "C", "S", "H", "H", "H"],
  "xyz": [[-2.351, 1.391, 0.334], [-1.046, 1.839, 0.191], [-0.177, 0.891, 0.002], [1.495, 1.347, -0.433], [2.260, -0.115, 0.389], [1.080, -1.521, 0.180], [-0.385, -0.644, 0.034], [-1.753, -1.498, -0.277], [-2.791, 2.245, 0.499], [3.240, -0.404, -0.006], [2.352, 0.123, 1.434]],
  "molar_mass_g_mol": 165.26,
  "e_homo_ha": -0.31857,
  "lumo_energy_ev": -0.93,
  "smiles": "O/N=C1/SCSC1=S"
}

=====

(B)
{
  "formula": "C3H3NOS3",
  "method": "ωB97M-V with the def2-TZVPD basis set",
  "species": ["C", "C", "C", "H", "H", "H", "N", "O", "S", "S", "S"],
  "xyz": [[0.834, 0.980, -0.599], [0.432, -0.355, -1.305], [-0.365, 0.147, 1.480], [0.311, -0.011, -2.378], [1.342, -1.057, -1.219], [-1.918, -1.431, 1.462], [-0.935, -0.910, 0.766], [0.651, 0.934, 0.885], [1.262, 2.267, -1.397], [-1.115, -1.037, -0.836], [-0.501, 0.472, 3.142]],
  "molar_mass_g_mol": 165.26,
  "e_homo_ha": -0.31373,
  "lumo_energy_ev": -0.83
}

=====

Which structure is most stable? (A), by 0.851 eV over the runner-up.

=====

(A)
{
  "formula": "C3H3NOS3",
  "method": "ωB97M-V with the def2-TZVPD basis set",
  "species": ["O", "C", "C", "N", "S", "C", "S", "S", "H", "H", "H"],
  "xyz": [[3.190, -0.570, -0.102], [2.036, -0.411, -0.043], [0.869, -1.459, 0.029], [-0.424, -0.731, -0.013], [-1.934, -1.599, -0.029], [-0.378, 0.636, 0.012], [-1.687, 1.731, -0.081], [1.294, 1.248, 0.100], [0.930, -2.010, 0.958], [1.012, -2.172, -0.812], [-2.410, -0.805, 0.940]],
  "molar_mass_g_mol": 165.26,
  "e_homo_ha": -0.32143,
  "lumo_energy_ev": 0.12,
  "smiles": "O=C1CN(S)C(=S)S1"
}

=====

(B)
{
  "formula": "C3H3NOS3",
  "method": "ωB97M-V with the def2-TZVPD basis set",
  "species": ["S", "C", "N", "O", "C", "S", "C", "S", "H", "H", "H"],
  "xyz": [[0.741, 1.709, -1.595], [0.558, 0.441, -0.605], [1.660, -0.077, -0.078], [1.851, -1.184, 0.818], [0.912, -0.981, 1.856], [-0.736, -1.237, 1.150], [-0.782, -0.024, -0.086], [-2.205, 0.465, -0.650], [2.610, 0.218, -0.328], [1.012, -1.823, 2.588], [1.016, 0.007, 2.276]],
  "molar_mass_g_mol": 165.26,
  "e_homo_ha": -0.32102,
  "lumo_energy_ev": -1.49,
  "smiles": "S=C1NOCSC1=S"
}

=====

(C)
{
  "formula": "C3H3NOS3",
  "method": "ωB97M-V with the def2-TZVPD basis set",
  "species": ["S", "C", "O", "N", "S", "C", "C", "S", "H", "H", "H"],
  "xyz": [[2.315, -0.847, 1.897], [1.128, -0.469, 0.846], [1.196, -0.841, -0.478], [0.015, -0.440, -1.127], [0.251, 0.139, -2.721], [-0.722, 0.296, -0.218], [-0.130, 0.254, 1.004], [-0.670, 0.818, 2.586], [0.065, -1.042, -3.321], [-1.683, 0.703, -0.544], [-1.764, 1.428, 2.075]],
  "molar_mass_g_mol": 165.26,
  "e_homo_ha": -0.30506,
  "lumo_energy_ev": -0.24,
  "smiles": "S=c1on(S)cc1S"
}

=====

Which structure is most stable? (A), by 1.878 eV over the runner-up.

=====

(A)
{
  "formula": "C4H6S3",
  "method": "ωB97M-V with the def2-TZVPD basis set",
  "species": ["C", "C", "S", "C", "S", "C", "S", "H", "H", "H", "H", "H", "H"],
  "xyz": [[-0.600, 2.309, -0.120], [0.092, 1.090, 0.400], [1.868, 0.768, -0.150], [1.785, -0.994, 0.214], [0.155, -1.695, -0.126], [-0.758, -0.234, -0.058], [-2.370, -0.271, 0.009], [-0.844, 2.144, -1.124], [0.126, 3.167, -0.157], [-1.528, 2.609, 0.518], [0.031, 0.934, 1.464], [2.618, -1.468, -0.353], [2.043, -1.242, 1.303]],
  "molar_mass_g_mol": 150.29,
  "e_homo_ha": -0.31636,
  "lumo_energy_ev": -0.21,
  "smiles": "C[C@@H]1SCSC1=S"
}

=====

(B)
{
  "formula": "C4H6S3",
  "method": "ωB97M-V with the def2-TZVPD basis set",
  "species": ["C", "S", "C", "S", "C", "C", "S", "H", "H", "H", "H", "H", "H"],
  "xyz": [[-1.906, -1.626, 0.407], [-1.480, 0.115, 0.653], [-0.267, 0.337, -0.582], [-0.284, -0.579, -1.919], [0.839, 1.414, -0.290], [2.114, 0.867, 0.450], [3.604, 1.190, -0.047], [-2.627, -1.839, 1.153], [-2.453, -1.727, -0.528], [-1.005, -2.342, 0.400], [0.337, 2.173, 0.337], [1.171, 1.855, -1.257], [1.956, 0.162, 1.222]],
  "molar_mass_g_mol": 150.29,
  "e_homo_ha": -0.32241,
  "lumo_energy_ev": -0.63,
  "smiles": "CSC(=S)CC=S"
}

=====

Which structure is most stable? (A), by 0.626 eV over the runner-up.

=====

(A)
{
  "formula": "C4H6S3",
  "method": "ωB97M-V with the def2-TZVPD basis set",
  "species": ["C", "C", "S", "C", "S", "C", "S", "H", "H", "H", "H", "H", "H"],
  "xyz": [[1.834, -0.712, 0.693], [1.242, -0.397, -0.729], [-0.600, -0.663, -0.659], [-1.360, 0.808, -0.194], [-0.621, 2.276, -0.258], [-2.772, 0.633, 0.190], [-3.633, -0.671, -0.104], [1.450, -0.035, 1.373], [2.917, -0.544, 0.581], [1.704, -1.734, 1.076], [1.375, 0.598, -1.110], [1.612, -1.148, -1.413], [-3.148, 1.589, 0.553]],
  "molar_mass_g_mol": 150.29,
  "e_homo_ha": -0.32642,
  "lumo_energy_ev": -1.80,
  "smiles": "CCSC(=S)C=S"
}

=====

(B)
{
  "formula": "C4H6S3",
  "method": "ωB97M-V with the def2-TZVPD basis set",
  "species": ["C", "C", "S", "C", "S", "C", "S", "H", "H", "H", "H", "H", "H"],
  "xyz": [[0.941, -1.510, -0.097], [-0.381, -1.739, -0.099], [-1.640, -0.777, -0.858], [-1.535, 0.800, 0.020], [-0.371, 2.037, -0.597], [1.172, 1.296, -0.022], [1.805, -0.186, -0.841], [1.599, -2.283, 0.301], [-0.727, -2.681, 0.341], [-1.398, 0.639, 1.088], [-2.549, 1.216, -0.115], [1.947, 2.062, -0.189], [1.135, 1.126, 1.067]],
  "molar_mass_g_mol": 150.29,
  "e_homo_ha": -0.31875,
  "lumo_energy_ev": 0.44,
  "smiles": "C1=CSCSCS1"
}

=====

Which structure is most stable? (B), by 0.521 eV over the runner-up.